# 1
Formula: C6H9F3KO4
Source: the Open Molecules 2025 dataset
Level of theory: wB97M-V/def2-TZVPD

Element x y z (Å)
H -23.70427 -15.85581 -23.62960
K -28.10687 -17.04157 -24.78157
F -25.34440 -21.18108 -25.24949
H -25.06796 -16.54904 -22.87596
O -24.66894 -18.86083 -24.69368
H -24.85780 -16.94100 -25.55929
H -29.03731 -13.80762 -25.68020
C -24.15211 -16.82264 -23.39984
H -27.89464 -15.44252 -27.11949
F -26.08201 -21.08362 -23.14240
O -28.56354 -14.92676 -24.03015
F -27.48989 -20.97683 -24.81762
C -26.27170 -20.67824 -24.44920
C -24.25893 -17.47062 -24.81837
H -23.42770 -17.34209 -22.77254
O -26.19046 -15.83580 -25.98015
H -23.25718 -17.51081 -25.24614
C -25.95384 -19.10466 -24.50699
H -26.83092 -14.10480 -26.92062
C -28.15569 -14.27008 -25.23638
C -27.24636 -14.96021 -26.38791
H -27.60818 -13.42666 -24.81570
O -26.86604 -18.29441 -24.43936

Properties
Kohn-Sham gap   4.586 eV
Net charge   -1
HOMO level   -2.2 eV
ΔE to the lowest compared entry with this formula, charge and spin   294.5 kJ/mol


# 2
Formula: C6H9F3N2O
Source: the Open Molecules 2025 dataset
Level of theory: wB97M-V/def2-TZVPD

Element x y z (Å)
H -0.43843 -0.83965 2.83745
N -0.27419 -1.56121 0.94669
C 0.42674 0.60960 1.39367
H -1.45013 1.53487 1.45695
N 0.23614 -1.33021 -0.28479
H -0.05762 2.63195 1.19747
H -0.20308 -3.10624 -1.06928
C -0.31984 -2.11994 -1.34155
C -0.11512 -0.68839 1.82352
O 2.04228 0.04225 -0.83907
F -0.08866 0.87374 -2.85927
C 0.73828 0.00508 -0.47558
H 1.43142 0.63603 1.66217
H -0.05191 -1.86540 -2.40569
F -1.44193 0.86934 -1.18441
C -0.14232 1.02133 -1.48352
F 0.02455 2.33020 -1.22191
H -0.56262 2.02584 2.68182
H -1.50393 -1.98781 -1.48707
H 2.24383 -0.88656 -1.02395
C -0.49347 1.80515 1.67636

Properties
Kohn-Sham gap   9.759 eV
Net charge   0
HOMO level   -9.0 eV
ΔE to the lowest compared entry with this formula, charge and spin   198.0 kJ/mol


# 3
Formula: C6H9I
Source: the Open Molecules 2025 dataset
Level of theory: wB97M-V/def2-TZVPD

Element x y z (Å)
H -0.11331 -1.93414 -1.59954
I -3.05555 0.01853 -0.14392
H 0.16056 2.71707 0.09959
H -0.60124 -0.91419 2.20487
H -0.27426 0.61344 -1.65210
C -0.00486 0.68584 -0.64086
H -0.56127 -2.61865 -0.04601
C 0.90690 1.95840 -0.28816
H 1.61788 2.31936 -1.11450
H 1.46466 1.62596 0.60452
H 0.42485 0.63848 1.81781
C 0.19401 -0.64766 0.02016
C 0.10365 -1.96079 -0.57235
C -1.07358 0.17713 0.27523
C -0.21385 -0.18802 1.44065
H 1.02542 -2.49077 -0.40539

Properties
Spin multiplicity   3
Kohn-Sham gap (alpha / beta)   5.043 / 6.252 eV
Net charge   0
HOMO level (alpha / beta)   -4.2 / -9.0 eV
⟨S²⟩   2.01
ΔE to the lowest compared entry with this formula, charge and spin   196.6 kJ/mol